Model 1:
Computed, not measured: 5 unconnected molecules or ions with the total composition C2H15NO4, with the ωB97M-V functional and the def2-TZVPD basis.

Cartesian coordinates (Å):
C (-2.57343, 1.16658, -1.01630)
C (-1.98504, -0.27747, -1.26218)
N (-1.65296, -0.85871, 0.06148)
H (-3.31947, 1.03161, -0.14178)
H (-1.73207, 1.79056, -0.64457)
H (-3.07510, 1.37838, -1.90136)
H (-2.65981, -0.91928, -1.76026)
H (-1.22437, -0.24798, -1.87437)
H (-1.07161, -0.27546, 0.74114)
H (-2.38628, -1.19587, 0.70934)
O (0.90441, -1.96935, 0.81170)
H (0.31520, -2.72632, 0.69996)
H (0.33561, -1.20215, 0.93352)
O (0.33883, 0.18175, 3.10974)
H (0.87867, 0.91711, 2.82807)
H (1.10361, -0.54738, 3.02498)
O (3.11639, 2.94612, 0.17595)
H (3.23736, 2.75762, -0.71808)
H (2.45708, 3.66766, 0.27534)
O (1.17862, -1.29230, -2.29534)
H (1.53052, -1.62356, -1.37197)
H (0.22620, -1.05830, -1.97584)

**Charge**: 0
**Frontier orbital gap**: 9.78 eV
**SMILES**: CCN.O.O.O.O



Model 2:
Computed, not measured: 5 unconnected molecules or ions with the total composition C2H15NO4, with the ωB97M-V functional and the def2-TZVPD basis.

Cartesian coordinates (Å):
C (2.81777, 0.80158, -0.87181)
C (1.67295, 0.85243, 0.29685)
N (1.18152, -0.44747, 0.56939)
H (3.07189, -0.30946, -1.01784)
H (2.19746, 1.13971, -1.72159)
H (3.69839, 1.51707, -0.64404)
H (2.17155, 1.15060, 1.15201)
H (0.92748, 1.62780, -0.03186)
H (0.57491, -0.89168, -0.08074)
H (1.68229, -0.98618, 1.33015)
O (-2.20730, -0.53649, 2.11119)
H (-2.41004, -0.08150, 2.90238)
H (-1.55431, -0.31155, 1.63452)
O (-0.20459, -2.69936, 0.26749)
H (0.14080, -2.76008, 1.14274)
H (-1.13316, -2.22083, 0.31864)
O (-3.45067, -0.88050, -2.56847)
H (-2.81359, -1.51954, -2.99423)
H (-2.78454, -0.20763, -2.24816)
O (-1.59184, 2.42124, 0.27058)
H (-1.23922, 1.47032, 0.41041)
H (-0.74776, 2.87152, -0.22761)

**Charge**: 0
**Frontier orbital gap**: 9.05 eV
**SMILES**: CCN.O.O.O.O



Model 3:
Computed, not measured: 5 unconnected molecules or ions with the total composition C2H15NO4, with the ωB97M-V functional and the def2-TZVPD basis.

Cartesian coordinates (Å):
C (-1.79500, -3.54731, 0.04384)
C (-0.39392, -3.14952, 0.32348)
N (-0.15266, -1.74999, 0.80094)
H (-2.41306, -3.16157, 0.90820)
H (-1.87942, -4.58184, -0.19768)
H (-2.29365, -3.08188, -0.79299)
H (0.36287, -3.29811, -0.45810)
H (-0.16288, -3.69479, 1.20355)
H (0.81960, -1.87203, 1.18198)
H (-0.84185, -1.59134, 1.54661)
O (2.18281, 5.26728, 0.72640)
H (2.98113, 5.68530, 0.38522)
H (1.51930, 5.89641, 0.36376)
O (-1.21945, 0.37706, -0.31335)
H (-0.50697, -0.20277, 0.04726)
H (-0.87512, 0.84906, -1.02368)
O (-1.98746, 2.34802, 2.00996)
H (-1.17795, 2.72825, 1.59190)
H (-2.29503, 1.63890, 1.39637)
O (2.89468, -0.61184, -3.24169)
H (2.36426, -0.78196, -4.02190)
H (3.63619, -1.14492, -3.39149)

**Charge**: 0
**Frontier orbital gap**: 10.42 eV
**SMILES**: CCN.O.O.O.O



Stability check: which of them is most stable? model 3.



Model 1:
Computed, not measured: 10 unconnected molecules or ions with the total composition C12H44N2O10, with the ωB97M-V functional and the def2-TZVPD basis.

Cartesian coordinates (Å):
N (-3.41956, -4.04510, -1.16127)
C (-2.13357, -3.97377, -0.70736)
N (-1.53744, -5.18173, -0.42907)
O (-1.58796, -2.90336, -0.58290)
H (-3.82307, -4.83783, -1.60738)
H (-3.74720, -3.13320, -1.47713)
H (-0.65577, -5.23141, 0.07105)
H (-2.15634, -5.93823, -0.41996)
C (-2.70140, 3.10620, -3.36064)
C (-3.89683, 3.43107, -2.54058)
C (-5.09693, 2.68353, -3.09984)
O (-3.65299, 3.29084, -1.13799)
H (-1.79338, 3.54124, -2.93792)
H (-2.79397, 3.55607, -4.34989)
H (-2.47600, 2.00737, -3.41842)
H (-4.00585, 4.55287, -2.56894)
H (-6.00785, 2.92135, -2.57844)
H (-4.97927, 1.58415, -3.14693)
H (-5.14403, 2.93024, -4.22059)
H (-3.40992, 2.42064, -0.94245)
C (5.86659, 4.33734, 3.95393)
O (5.10175, 3.99957, 2.80402)
H (6.92741, 4.07552, 3.88307)
H (5.88320, 5.42516, 4.05772)
H (5.51155, 3.87948, 4.86452)
H (4.58984, 3.21786, 2.88987)
C (-2.78295, 0.78800, 1.50124)
O (-3.13154, 0.75375, 0.11876)
H (-1.74125, 1.12807, 1.63073)
H (-3.46605, 1.51181, 1.90312)
H (-2.89655, -0.22506, 1.97840)
H (-2.35846, 0.30086, -0.36522)
C (-1.72646, -1.16402, -3.62324)
O (-2.23013, -0.87051, -2.32431)
H (-2.08743, -0.43822, -4.43262)
H (-0.68082, -1.29691, -3.70029)
H (-2.13948, -2.18399, -3.97142)
H (-2.02799, -1.65061, -1.77733)
C (3.85333, 0.23503, -0.44400)
O (3.10085, -0.72598, 0.25328)
H (3.25741, 1.04536, -0.81214)
H (4.73760, 0.50183, 0.23370)
H (4.36622, -0.36203, -1.21343)
H (2.44375, -1.03907, -0.37252)
C (1.55270, -1.22662, 3.69060)
O (2.19275, -2.05702, 2.73451)
H (1.36490, -0.29881, 3.16889)
H (0.60956, -1.68051, 3.98001)
H (2.13979, -1.00961, 4.61996)
H (2.55970, -1.48630, 2.04260)
C (2.02956, 2.39265, 2.39447)
O (3.33239, 1.81017, 2.56669)
H (1.35378, 1.87784, 1.73475)
H (1.42094, 2.53098, 3.32432)
H (2.27841, 3.38090, 1.99814)
H (3.31212, 1.01736, 3.08464)
C (2.03618, -4.56231, 0.38883)
O (0.90228, -5.03329, 1.17619)
H (2.33125, -3.57397, 0.71586)
H (2.86409, -5.29457, 0.40652)
H (1.60657, -4.52960, -0.58218)
H (1.00912, -4.69003, 2.03476)
C (0.35867, 0.42873, -0.93731)
O (0.75064, -0.88705, -1.37671)
H (-0.03196, 0.35592, 0.08336)
H (1.13555, 1.17801, -0.87734)
H (-0.43935, 0.74760, -1.55974)
H (-0.02067, -1.41465, -1.23101)

**Charge**: 0
**Frontier orbital gap**: 10.16 eV
**SMILES**: NC(N)=O.CC(C)O.CO.CO.CO.CO.CO.CO.CO.CO



Model 2:
Computed, not measured: 10 unconnected molecules or ions with the total composition C12H44N2O10, with the ωB97M-V functional and the def2-TZVPD basis.

Cartesian coordinates (Å):
N (-26.85265, 18.83718, 2.51560)
C (-25.80475, 19.52490, 2.13397)
N (-25.37304, 19.35080, 0.93965)
O (-25.16766, 20.36804, 3.03999)
H (-27.15614, 18.98449, 3.46015)
H (-27.35117, 18.22406, 1.90573)
H (-24.80813, 20.09911, 0.50657)
H (-25.58780, 18.47353, 0.47122)
C (-22.38395, 18.82724, 0.36105)
C (-22.01517, 19.36896, 1.73654)
O (-21.46504, 18.32139, 2.40831)
H (-23.15442, 18.03308, 0.36982)
H (-21.46710, 18.43700, -0.15197)
H (-22.83173, 19.54053, -0.31385)
H (-22.82214, 19.71146, 2.35269)
H (-21.27463, 20.14618, 1.73514)
H (-21.01055, 18.63547, 3.20407)
C (-20.88825, 22.04431, -0.43012)
C (-19.96557, 21.11880, -1.24997)
O (-18.65154, 21.65265, -0.94787)
H (-20.57194, 22.13637, 0.59794)
H (-21.84818, 21.55980, -0.31431)
H (-21.06050, 23.04965, -0.75357)
H (-20.05658, 21.11788, -2.31447)
H (-19.98259, 20.07989, -0.89247)
H (-17.97913, 21.25959, -1.51951)
C (-26.79363, 18.58133, -5.06411)
O (-25.42033, 18.90125, -5.17777)
H (-27.31260, 18.95702, -5.97884)
H (-27.22309, 19.01370, -4.11912)
H (-26.80334, 17.53147, -5.06740)
H (-24.91205, 18.52450, -4.43599)
C (-25.03704, 20.54376, -2.06051)
O (-24.30168, 21.34409, -1.18249)
H (-24.74054, 20.74366, -3.09537)
H (-26.11129, 20.74438, -2.04109)
H (-24.80927, 19.59454, -1.78692)
H (-23.55125, 21.65349, -1.72009)
C (-23.75245, 23.35028, 1.47323)
O (-23.34762, 22.18390, 2.07117)
H (-24.47313, 23.87772, 2.15492)
H (-24.15632, 23.13757, 0.50441)
H (-22.90040, 23.97581, 1.29562)
H (-24.09919, 21.65078, 2.41028)
C (-26.40870, 17.23546, -1.83831)
O (-26.20376, 17.26541, -0.44076)
H (-25.61148, 17.72887, -2.31582)
H (-27.36308, 17.74486, -2.07275)
H (-26.43392, 16.19410, -2.15990)
H (-26.14837, 16.35524, -0.09247)
C (-23.19314, 21.26351, -6.78531)
O (-23.91598, 21.25266, -5.58648)
H (-23.74511, 20.86568, -7.63052)
H (-22.41246, 20.60955, -6.53720)
H (-22.79345, 22.22650, -7.00844)
H (-24.43440, 20.45107, -5.63481)
C (-22.76300, 23.36725, -3.00522)
O (-22.09728, 22.20143, -3.39875)
H (-23.80398, 23.28652, -3.06729)
H (-22.38364, 24.15046, -3.61086)
H (-22.55581, 23.59029, -1.93206)
H (-22.49630, 21.89374, -4.24777)
C (-22.21668, 18.68283, -3.37167)
O (-23.49966, 18.02936, -3.53685)
H (-21.48492, 18.31233, -4.08899)
H (-21.64376, 18.48252, -2.42789)
H (-22.48531, 19.72629, -3.46735)
H (-23.29878, 17.09590, -3.47051)

**Charge**: 0
**Frontier orbital gap**: 8.69 eV
**SMILES**: NC(N)=O.CCO.CCO.CO.CO.CO.CO.CO.CO.CO



Stability check: which of them is most stable? model 1.



Model 1:
Computed, not measured: a single C5H11P molecule, with the ωB97M-V functional and the def2-TZVPD basis.

Cartesian coordinates (Å):
C (1.89403, 0.48457, -0.70737)
C (0.44798, 0.80044, -0.29980)
C (0.06515, 0.90270, 1.12076)
C (-0.64742, -0.21425, 0.08683)
C (-0.33182, -1.68941, 0.34911)
P (-2.42636, -0.00504, -0.25608)
H (2.06481, 0.32250, -1.70956)
H (2.14841, -0.45410, -0.19377)
H (2.53719, 1.20947, -0.16273)
H (-0.00700, 1.68241, -0.72729)
H (0.51565, 0.45044, 1.98792)
H (-0.25823, 1.90400, 1.38624)
H (-1.28618, -1.98350, 0.91867)
H (0.51688, -1.88737, 0.97201)
H (-0.47780, -2.29280, -0.54758)
H (-2.49530, -0.50257, -1.54108)
H (-2.25999, 1.27250, -0.67629)

**Charge**: 0
**Frontier orbital gap**: 9.93 eV
**SMILES**: C[C@@H]1C[C@@]1(C)P



Model 2:
Computed, not measured: 2 unconnected molecules or ions with the total composition C5H11P, with the ωB97M-V functional and the def2-TZVPD basis.

Cartesian coordinates (Å):
C (2.31806, 1.26659, 0.01348)
C (0.78937, -1.41686, 1.31171)
C (1.10847, 0.87047, -0.48826)
C (-2.37737, 1.24078, 0.48048)
C (-0.64177, -1.42724, -1.15385)
P (-0.01325, -0.41851, 0.24772)
H (2.87182, 1.98126, -0.64131)
H (2.93113, 0.68143, 0.60340)
H (0.44536, -2.39079, 1.73253)
H (1.29889, -0.81488, 1.98171)
H (0.53597, 1.62518, -1.08731)
H (-1.74808, 2.02826, 0.70168)
H (-2.65791, 1.01841, -0.58403)
H (-2.64132, 0.51049, 1.20224)
H (0.03488, -2.25488, -1.16338)
H (-1.74949, -1.67166, -1.09702)
H (-0.50476, -0.82803, -2.05978)

**Charge**: 0
**Frontier orbital gap (spin up / spin down)**: 7.25 / 7.59 eV



Stability check: which of them is most stable? model 1.



Model 1:
Computed, not measured: a single C3H5NS molecule, with the ωB97M-V functional and the def2-TZVPD basis.

Cartesian coordinates (Å):
C (-1.57650, -0.08172, -0.08897)
C (0.80910, -1.13836, 0.04141)
C (0.77858, 0.37687, -0.08186)
N (-0.64429, 0.85385, -0.11256)
S (-3.12160, -0.17497, -0.04849)
H (1.02947, -1.59257, 1.10099)
H (1.10343, -1.71283, -0.75949)
H (1.11553, 0.95813, 0.81482)
H (1.22733, 0.70498, -0.99977)
H (-0.72104, 1.80663, 0.13392)

**Charge**: 0
**Frontier orbital gap (spin up / spin down)**: 8.65 / 7.32 eV



Model 2:
Computed, not measured: 2 unconnected molecules or ions with the total composition C3H5NS, with the ωB97M-V functional and the def2-TZVPD basis.

Cartesian coordinates (Å):
C (0.85509, -1.70753, -0.90586)
C (-0.05704, 0.25748, 0.22894)
C (-0.69981, 1.55122, 0.14100)
N (0.36237, -0.62930, -0.44889)
S (0.05814, -0.77500, 2.82535)
H (1.90245, -1.75802, -1.14146)
H (0.21893, -2.56140, -1.06737)
H (-0.45786, 2.15398, 1.01246)
H (-0.40507, 2.07565, -0.77063)
H (-1.77719, 1.39291, 0.12647)

**Charge**: 0
**Frontier orbital gap (spin up / spin down)**: 6.64 / 6.48 eV



Stability check: which of them is most stable? model 1.



Model 1:
Computed, not measured: a single C12H23N3O3S molecule, with the ωB97M-V functional and the def2-TZVPD basis.

Cartesian coordinates (Å):
C (0.27888, -0.06591, 4.13703)
N (0.05251, 0.20396, 2.75587)
C (-0.99345, -0.22941, 2.06502)
O (-1.93366, -0.81514, 2.59829)
C (-0.98157, -0.04395, 0.54942)
C (-1.42200, 1.36314, 0.05622)
C (-2.78847, 1.81722, 0.63247)
C (-3.19350, 3.15922, 0.03815)
C (-3.89870, 0.78316, 0.31728)
N (0.20905, -0.42029, -0.20869)
C (1.46666, 0.10955, -0.11411)
O (1.70678, 1.04508, 0.63779)
C (2.61656, -0.38517, -1.02499)
C (2.76968, 0.49420, -2.27595)
S (4.20383, -0.01020, -3.22047)
N (2.57663, -1.81421, -1.33940)
C (1.59714, -2.49440, -1.97761)
C (1.78791, -3.99059, -2.11172)
O (0.54619, -2.01297, -2.34660)
H (-0.30719, 0.63070, 4.76940)
H (-0.04603, -1.08168, 4.36195)
H (1.32852, 0.06541, 4.43690)
H (0.76585, 0.72782, 2.23806)
H (-1.72963, -0.72161, 0.18187)
H (-1.45405, 1.42732, -0.99856)
H (-0.71647, 2.09042, 0.40077)
H (-2.68331, 1.92991, 1.70080)
H (-2.42336, 3.89458, 0.32345)
H (-3.19496, 3.10342, -1.08156)
H (-4.14860, 3.53110, 0.43062)
H (-3.71362, -0.22121, 0.70304)
H (-3.93843, 0.68273, -0.75638)
H (-4.78898, 1.12198, 0.78812)
H (0.14643, -1.22568, -0.79479)
H (3.51298, -0.25762, -0.43392)
H (1.91838, 0.33492, -2.95665)
H (2.79383, 1.56449, -2.05386)
H (5.03721, 0.96551, -2.86174)
H (3.43982, -2.27593, -1.16193)
H (1.32627, -4.47924, -1.28016)
H (2.87129, -4.15967, -2.05212)
H (1.40359, -4.34094, -3.07132)

**Charge**: 0
**Frontier orbital gap**: 9.66 eV
**SMILES**: CNC(=O)[C@@H](CC(C)C)NC(=O)[C@H](CS)NC(C)=O



Model 2:
Computed, not measured: a single C12H23N3O3S molecule, with the ωB97M-V functional and the def2-TZVPD basis.

Cartesian coordinates (Å):
C (-2.68292, 0.43661, 3.88811)
N (-1.96134, -0.17339, 2.73485)
C (-1.34832, -1.37008, 2.72280)
O (-1.37059, -2.11480, 3.70502)
C (-0.54090, -1.85470, 1.45229)
C (0.54138, -2.86628, 1.82112)
S (1.60047, -3.38011, 0.43843)
N (0.13184, -0.80300, 0.71934)
C (-0.39734, 0.02175, -0.18738)
O (-1.61376, 0.11588, -0.33653)
C (0.60526, 0.94403, -0.99822)
C (0.20654, 1.04606, -2.51085)
C (0.48680, -0.18807, -3.42698)
C (-0.29304, -1.43099, -3.08956)
C (1.97249, -0.51359, -3.57196)
N (0.56882, 2.28884, -0.43228)
C (1.08250, 2.51907, 0.75401)
C (0.77007, 3.87783, 1.36784)
O (1.72867, 1.69307, 1.42920)
H (-2.65056, -0.22627, 4.77204)
H (-3.72031, 0.61385, 3.62770)
H (-2.20725, 1.35639, 4.16581)
H (-1.97548, 0.38369, 1.90572)
H (-1.22486, -2.32134, 0.75704)
H (0.11917, -3.74921, 2.28699)
H (1.12714, -2.37945, 2.59253)
H (0.56409, -3.85857, -0.27320)
H (1.13445, -0.70478, 0.81818)
H (1.61948, 0.55492, -0.90223)
H (-0.84054, 1.35258, -2.53265)
H (0.80281, 1.82534, -2.95994)
H (0.16737, 0.08905, -4.43837)
H (0.00174, -1.83751, -2.13153)
H (-1.33852, -1.14976, -3.07835)
H (-0.16911, -2.18213, -3.85584)
H (2.13968, -1.47151, -4.03660)
H (2.49415, -0.45400, -2.66543)
H (2.36627, 0.23663, -4.25040)
H (0.00413, 3.00651, -0.90234)
H (-0.28749, 4.14613, 1.22510)
H (1.41038, 4.63795, 0.96403)
H (0.97663, 3.88338, 2.43252)

**Charge**: 0
**Frontier orbital gap**: 9.87 eV
**SMILES**: CNC(=O)[C@H](CS)NC(=O)[C@@H](CC(C)C)NC(C)=O



Stability check: which of them is most stable? model 1.



Model 1:
Computed, not measured: a molecular structure, C6H5ClN2S, with the ωB97M-V functional and the def2-TZVPD basis.

Cartesian coordinates (Å):
C (1.45785, -1.69446, -0.22139)
C (-1.53701, 0.95749, -0.56080)
C (-1.61082, 0.30932, 0.60857)
C (-0.39761, 0.87843, -1.44287)
C (-0.63277, -0.68286, 1.06615)
C (0.98396, -0.36594, -0.03193)
N (1.81534, -2.77383, -0.35437)
N (0.72485, 0.34176, -1.19013)
S (2.00588, 0.58222, 1.15552)
Cl (3.56800, 1.14888, 0.00982)
H (-2.30151, 1.65671, -0.85813)
H (-2.43088, 0.51985, 1.28546)
H (-0.45479, 1.39466, -2.39423)
H (-0.30789, -0.55862, 2.08869)
H (-0.88261, -1.71361, 0.83964)

**Charge**: 0
**Frontier orbital gap**: 8.81 eV



Model 2:
Computed, not measured: a single C6H5ClN2S molecule, with the ωB97M-V functional and the def2-TZVPD basis.

Cartesian coordinates (Å):
C (-0.40925, 1.03637, 1.81274)
C (1.45297, -0.76053, -0.39869)
C (0.41333, -1.35017, 0.12576)
C (1.50990, 0.59053, -0.95429)
C (-0.99755, -0.79300, 0.19103)
C (-1.07305, 0.65987, 0.56210)
N (0.13390, 1.32502, 2.77268)
N (0.73307, 1.53338, -0.64474)
S (-2.22477, 1.83026, -0.10881)
Cl (-2.26817, 1.05682, -1.96473)
H (2.44053, -1.23972, -0.40573)
H (0.77861, -2.24737, 0.52848)
H (2.38394, 0.74230, -1.50215)
H (-1.27400, -0.89083, -0.82296)
H (-1.59947, -1.49292, 0.80930)

**Charge**: 0
**Frontier orbital gap**: 7.15 eV



Stability check: which of them is most stable? model 1.